C54H69N6O9SbSc | wB97M-V/def2-TZVPD

The geometry in XYZ format:
```
140
Properties=species:S:1:pos:R:3:lowdin_charge:R:1
Sc 0.1297 0.3605 -0.7481 1.06
C 0.8430 -5.8516 -6.1939 -0.08
O 0.3747 -5.1683 -5.0527 -0.08
C -0.2415 -5.9009 -4.0838 -0.21
C -0.4604 -7.2639 -4.1389 -0.03
C -1.1016 -7.9095 -3.0850 -0.10
C -1.5232 -7.1880 -1.9862 -0.09
C -1.3215 -5.8137 -1.9323 -0.03
C -0.6752 -5.1543 -2.9708 -0.15
N -0.4857 -3.7778 -3.0234 0.17
C -0.3298 -2.8573 -1.9975 -0.37
N 0.0878 -3.3860 -0.8364 0.16
C 0.4243 -2.7984 0.4072 -0.18
C 0.5923 -1.4281 0.6064 -0.12
C 1.0754 -1.0917 1.8893 -0.14
C 1.3353 -2.0201 2.8805 -0.11
C 1.0972 -3.3705 2.6578 -0.04
C 0.6486 -3.7559 1.4120 -0.22
O 0.4218 -5.0700 1.0495 -0.12
C 0.3056 -6.0126 2.0903 -0.09
N -0.5243 -1.5918 -2.2144 0.11
C -1.0479 -1.2798 -3.5048 -0.23
C -0.2207 -0.5899 -4.3924 -0.03
C -0.6027 -0.3193 -5.6916 -0.09
C -1.8482 -0.7323 -6.1369 -0.09
C -2.7002 -1.3789 -5.2623 -0.02
C -2.3243 -1.6623 -3.9496 -0.23
O -3.2859 -2.3531 -3.2567 -0.07
C -3.3119 -2.4185 -1.8381 -0.05
H 1.2960 -5.0951 -6.8293 0.09
H 0.0248 -6.3344 -6.7361 0.10
H 1.5958 -6.6001 -5.9296 0.10
H -0.1332 -7.8397 -4.9935 0.10
H -1.2732 -8.9761 -3.1431 0.10
H -2.0266 -7.6868 -1.1685 0.10
H -1.6925 -5.2489 -1.0878 0.11
H -0.3564 -3.3984 -3.9497 0.15
H 0.2131 -4.3861 -0.8309 0.11
H 1.2943 -0.0513 2.1107 0.07
H 1.7266 -1.7004 3.8394 0.10
H 1.2802 -4.0997 3.4353 0.10
H 1.2637 -6.1833 2.5903 0.09
H -0.0247 -6.9387 1.6233 0.09
H -0.4321 -5.6918 2.8320 0.10
H 0.7363 -0.2463 -4.0193 0.10
H 0.0633 0.2271 -6.3454 0.11
H -2.1696 -0.5402 -7.1525 0.10
H -3.6838 -1.7104 -5.5716 0.11
H -4.3631 -2.5224 -1.5672 0.10
H -2.8986 -1.5357 -1.3641 0.07
H -2.7698 -3.2934 -1.4688 0.07
O 1.9156 2.3528 1.7426 0.07
C 0.7568 2.5311 1.4068 -0.58
O 0.0306 1.7054 0.7306 -0.21
C 0.0411 3.7974 1.8212 -0.10
C -1.2516 4.0539 1.3780 -0.03
C -1.9119 5.2150 1.7548 -0.06
C -1.2831 6.1377 2.5687 0.00
C 0.0101 5.8742 3.0081 -0.14
C 0.6757 4.7128 2.6431 0.08
N 0.6725 6.8370 3.8680 -0.36
O 0.0617 7.8460 4.1796 0.06
O 1.8039 6.5980 4.2424 0.08
H -1.7263 3.3301 0.7280 0.11
H -2.9192 5.4031 1.4072 0.11
H -1.7683 7.0520 2.8755 0.11
H 1.6815 4.5273 2.9910 0.13
C 3.3060 5.1428 -4.6850 -0.07
C 2.3656 4.4669 -3.7175 -0.29
C 1.2049 5.1079 -3.3160 -0.05
C 0.3443 4.4480 -2.4402 -0.27
C -0.9205 5.1141 -1.9619 -0.04
C 0.6663 3.1857 -1.9984 -0.04
C 1.8069 2.4528 -2.4205 -0.26
C 2.6602 3.1788 -3.2839 0.00
N 1.9039 1.1521 -1.9842 -0.03
C 3.1580 0.3771 -1.9785 -0.62
C 2.7978 -1.1170 -2.0584 -0.06
C 3.8687 0.6265 -0.6350 -0.04
C 4.1891 0.6022 -3.1021 -0.07
H 3.1584 6.2232 -4.6871 0.07
H 3.1303 4.7787 -5.7008 0.08
H 4.3479 4.9374 -4.4346 0.07
H 0.9648 6.1020 -3.6782 0.10
H -1.3762 5.7025 -2.7599 0.08
H -0.7101 5.7836 -1.1235 0.08
H -1.6424 4.3660 -1.6275 0.06
H 0.0101 2.7171 -1.2783 0.06
H 3.5611 2.7550 -3.6878 0.07
H 2.0498 -1.3721 -1.3061 0.03
H 3.6852 -1.7266 -1.8777 0.09
H 2.4039 -1.3651 -3.0465 0.07
H 3.1975 0.3947 0.1939 0.06
H 4.1433 1.6795 -0.5504 0.09
H 4.7712 0.0129 -0.5513 0.08
H 3.7092 0.6332 -4.0815 0.08
H 4.8911 -0.2349 -3.0932 0.08
H 4.7718 1.5063 -2.9407 0.07
O -2.1957 0.2960 -0.1728 -0.11
C -2.4747 0.9344 -1.2058 -0.53
C -3.8422 1.4918 -1.5580 -0.07
C -3.6334 1.9843 -2.9851 -0.07
C -2.1243 1.8058 -3.2274 -0.47
O -1.5541 2.1599 -4.2284 0.09
N -1.5585 1.1708 -2.1380 0.09
H -4.0796 2.2912 -0.8523 0.12
H -4.6052 0.7195 -1.4554 0.12
H -3.9084 3.0259 -3.1420 0.11
H -4.1588 1.3737 -3.7202 0.12
C -4.3234 2.9654 3.5361 -0.17
C -3.2004 2.3147 4.3407 -0.56
C -3.6769 1.9599 5.7427 -0.16
Sb -2.2375 0.7296 3.0693 1.60
C -1.3787 -0.5573 4.6813 -0.56
C -0.3119 0.2660 5.3981 -0.17
C -2.2993 -1.2538 5.6766 -0.15
C -3.9982 -0.5184 2.5442 -0.56
C -3.4494 -1.8600 2.0623 -0.16
C -5.1075 -0.6866 3.5743 -0.15
H -4.6169 3.9209 3.9842 0.07
H -5.2070 2.3248 3.5110 0.05
H -4.0109 3.1505 2.5054 0.04
H -2.3829 3.0392 4.4287 0.06
H -4.4399 1.1798 5.7226 0.06
H -4.1191 2.8429 6.2211 0.07
H -2.8530 1.6225 6.3704 0.05
H -0.8779 -1.3292 4.0945 0.04
H -0.7645 1.0652 5.9902 0.06
H 0.3744 0.7282 4.6836 0.06
H 0.2760 -0.3596 6.0789 0.07
H -2.8925 -0.5456 6.2547 0.05
H -1.6986 -1.8341 6.3883 0.07
H -2.9782 -1.9470 5.1801 0.04
H -4.4051 0.0123 1.6779 0.07
H -3.0142 -2.4279 2.8890 0.06
H -2.6739 -1.7042 1.3089 0.04
H -4.2445 -2.4692 1.6161 0.07
H -4.7530 -1.1728 4.4825 0.05
H -5.9166 -1.3012 3.1607 0.07
H -5.5398 0.2739 3.8550 0.04
```

Calculated values
energy = -4105.91554 hartree
gap between HOMO and LUMO = 5.65 eV
charge = -1
ΔE to the lowest compared entry with this formula, charge and spin = 35.8 kJ/mol
HOMO = -0.147 Eh
LUMO energy = 1.647 eV